Density functional theory data (ωB97M-V/def2-TZVPD) for C27H34Cl7EuN2O8 as an isolated structure.

Output
largest force on an atom: 1.7 eV/A
HOMO-LUMO gap (spin up / spin down): 4.607 / 4.970 eV
net charge: -1
⟨S²⟩: 15.759
E_HOMO (spin up / spin down): -2.35 / -2.71 eV
2S+1: 8
E_LUMO (spin up / spin down): 2.26 / 2.26 eV

Each line ends with the Löwdin spin population.
CARTESIAN COORDINATES (ANGSTROEM)
1 Eu -0.4473 -0.0839 0.1367  7.0255
2 C -3.1005 -0.7255 2.6158  0.0002
3 C -2.2957 -1.9947 2.5038  0.0004
4 O -2.0759 -2.3088 1.1433  -0.0007
5 C -1.1913 -3.4191 1.0055  0.0003
6 C -0.9433 -3.6703 -0.4574  0.0002
7 O -0.4803 -2.4919 -1.0885  -0.0020
8 C 0.6233 -2.5793 -1.9803  0.0001
9 C 1.8958 -2.0303 -1.3815  0.0004
10 O 1.8276 -0.6003 -1.3506  -0.0021
11 C 3.0300 0.0447 -0.9617  0.0002
12 C 2.9416 0.6915 0.3994  0.0004
13 O 1.8435 1.5924 0.3724  -0.0015
14 C 1.6981 2.3405 1.5608  0.0004
15 C 0.3780 3.0778 1.5507  0.0001
16 O -0.6699 2.1498 1.3852  -0.0039
17 C -1.9976 2.6111 1.4912  0.0007
18 C -2.7616 1.6282 2.3650  0.0001
19 O -2.4074 0.3244 1.9676  -0.0016
20 H -3.2150 -0.4903 3.6808  0.0001
21 H -4.0941 -0.8435 2.1655  0.0000
22 H -2.8592 -2.8029 2.9928  0.0000
23 H -1.3338 -1.8662 3.0105  0.0002
24 H -1.6382 -4.3163 1.4591  0.0000
25 H -0.2461 -3.1677 1.4894  0.0002
26 H -1.8700 -3.9800 -0.9569  0.0000
27 H -0.2093 -4.4793 -0.5397  0.0000
28 H 0.3599 -1.9934 -2.8607  0.0000
29 H 0.7903 -3.6208 -2.2753  0.0000
30 H 2.7362 -2.3344 -2.0204  0.0001
31 H 2.0185 -2.4075 -0.3664  0.0002
32 H 3.2392 0.8132 -1.7149  0.0000
33 H 3.8618 -0.6670 -0.9536  0.0000
34 H 3.8778 1.2396 0.5886  0.0000
35 H 2.7787 -0.0597 1.1751  0.0002
36 H 2.5049 3.0855 1.6391  0.0000
37 H 1.7455 1.6773 2.4280  0.0002
38 H 0.3482 3.8169 0.7438  0.0000
39 H 0.2717 3.5910 2.5150  0.0000
40 H -2.4406 2.6697 0.4933  0.0003
41 H -2.0298 3.6029 1.9551  0.0001
42 H -3.8412 1.7920 2.2469  0.0000
43 H -2.4918 1.7659 3.4185  0.0000
44 Cl -6.0341 0.1672 -5.3931  0.0001
45 C -4.5511 0.0775 -4.4973  0.0005
46 C -4.5611 0.0763 -3.0988  0.0001
47 Cl -6.0704 0.1785 -2.2507  0.0001
48 C -3.3845 -0.0036 -2.3885  0.0007
49 Cl -3.3394 -0.0010 -0.6572  0.0000
50 C -2.0962 -0.0969 -3.0087  0.0004
51 O -1.0392 -0.1742 -2.3391  -0.0047
52 C -2.1373 -0.0858 -4.4377  0.0002
53 Cl -0.6048 -0.2005 -5.2528  0.0001
54 C -3.3222 -0.0025 -5.1497  0.0001
55 Cl -3.2818 0.0015 -6.8837  0.0000
56 C 2.3847 2.5768 -3.9380  0.0000
57 N 1.6048 2.9166 -2.7729  0.0002
58 C 1.9851 4.0810 -2.0139  0.0000
59 C 0.5809 2.1128 -2.3751  0.0003
60 O -0.1086 2.2982 -1.3910  -0.0009
61 H 2.3056 3.3498 -4.7087  0.0000
62 H 2.0221 1.6358 -4.3500  0.0000
63 H 3.4422 2.4619 -3.6773  0.0000
64 H 2.9972 3.9678 -1.6124  0.0000
65 H 1.2891 4.1939 -1.1881  0.0000
66 H 1.9557 4.9769 -2.6418  0.0000
67 H 0.4346 1.2337 -3.0123  0.0001
68 Cl 0.0155 0.4944 4.0101  0.0012
69 C 1.2597 -0.7630 3.9557  0.0009
70 C 1.9756 -0.9665 5.1136  0.0004
71 C 2.9211 -1.9879 5.2114  0.0020
72 C 3.0645 -2.8219 4.0996  0.0003
73 C 2.3444 -2.6101 2.9476  0.0003
74 Cl 2.5806 -3.8019 1.6545  0.0003
75 C 1.4021 -1.5000 2.6747  0.0008
76 N 0.8144 -1.2340 1.5650  -0.0231
77 H 1.7768 -0.3233 5.9645  0.0000
78 H 3.4981 -2.1429 6.1133  0.0002
79 H 3.7448 -3.6660 4.1379  -0.0001